# 1
Computed, not measured: a molecular structure, C14H20AlBFN3O7P at a distorted geometry, with the ωB97M-V functional and the def2-TZVPD basis.

Each line ends with the Löwdin charge.
Geometry (Å):
H1 0.481 -3.558 0.713  0.1066
N1 2.235 -3.290 -0.613  0.0079
H2 4.343 -2.918 -1.206  0.1309
C1 3.672 -2.907 -0.286  -0.0404
O1 -4.722 1.537 -1.319  -0.1616
C2 -2.099 -0.438 -0.178  0.0055
H3 3.752 -1.923 0.287  0.1301
O2 1.224 3.646 0.739  -0.0751
C3 -0.854 -2.053 -2.535  0.1537
H4 1.874 -4.728 0.941  0.1454
C4 1.187 2.831 1.918  -0.1418
C5 1.098 2.872 -0.480  -0.1671
N2 -0.951 0.835 1.459  0.0763
C6 1.618 -3.623 0.712  -0.0566
C7 -0.612 -0.890 -0.169  0.0543
O3 3.440 2.158 -0.802  -0.0994
H5 3.768 1.556 -1.507  0.0924
B1 1.652 -2.063 -1.239  -0.4325
H6 -0.098 1.002 3.470  0.1872
H7 4.070 -3.727 0.426  0.1363
H8 0.922 1.748 -0.305  0.1016
F1 -3.143 -1.929 -3.639  0.0686
H9 2.138 2.513 -2.413  0.1325
H10 2.089 -0.298 -1.996  0.1023
P1 -4.806 -0.172 -1.402  1.2295
O4 2.575 -1.144 -1.874  0.1273
C8 -2.349 -1.601 -2.540  -0.0826
H11 -6.099 0.181 0.403  0.1109
O5 -3.378 0.511 1.824  0.1138
H12 1.570 1.770 1.760  0.1504
H13 -3.912 1.846 -1.811  0.1188
H14 2.137 -2.990 1.506  0.1135
H15 1.921 3.326 2.660  0.1867
O6 0.816 -0.813 1.951  0.1543
H16 -5.075 -1.178 0.640  0.0918
N3 -5.714 -0.695 -0.014  -0.0216
C9 0.073 -1.676 -1.322  0.0867
H17 -1.760 1.786 3.272  -0.1087
C10 2.419 3.009 -1.410  -0.1655
C11 -0.084 -0.351 1.235  -0.2702
C12 -0.738 1.603 2.714  -0.2680
H18 2.762 4.089 -1.541  0.1490
H19 -0.472 -2.644 -3.432  0.1590
C13 -2.328 0.370 1.176  -0.2587
O7 -0.150 2.927 2.513  -0.1994
C14 -3.017 -0.767 -1.375  -0.1546
Al1 -1.661 3.003 4.167  1.1413
H20 0.183 3.251 -1.077  0.1391

Output
- HOMO energy (eV) = -17.577
- calculated total energy (eV) = -52885.1898
- LUMO (eV) = -15.5
- total charge = +3
- Kohn-Sham gap (eV) = 2.03

=====

# 2
Computed, not measured: a molecular structure, C3H3FeO2 at a distorted geometry, with the ωB97M-V functional and the def2-TZVPD basis.

Each line ends with the Mulliken spin population.
Geometry (Å):
H1 -0.075 1.109 0.939  0.0001
C1 0.913 0.640 1.052  0.0002
H2 2.028 0.581 0.663  0.0000
C2 0.909 -0.789 0.974  -0.0001
Fe1 -3.276 -0.793 -3.246  3.9806
O1 -1.692 -0.086 -1.901  0.0138
O2 0.877 -1.884 0.726  0.0000
C3 -0.793 0.248 -1.293  0.0055
H3 1.108 0.973 2.086  0.0000

Output
- ⟨S²⟩ = 6.003
- HOMO energy (alpha / beta) (eV) = -25.073 / -25.073
- multiplicity = 5
- calculated total energy (eV) = -41601.2927
- LUMO (alpha / beta) (eV) = -17.3 / -19.0
- total charge = +3
- Kohn-Sham gap (alpha / beta) (eV) = 7.78 / 6.09

=====

# 3
Computed, not measured: C5H9NS2 in the gas phase at a distorted geometry, with the ωB97M-V functional and the def2-TZVPD basis.

Each line ends with the Löwdin charge.
Geometry (Å):
C1 0.463 -1.248 -0.829  -0.6093
H1 -1.404 0.393 -2.862  -0.1629
H2 1.510 -1.340 -0.429  0.0630
H3 1.959 1.500 -0.175  0.0897
C2 -1.746 0.114 -0.586  -0.5379
H4 1.941 1.643 1.619  0.0826
H5 0.667 -1.085 1.867  0.1373
C3 -0.348 -0.245 -0.008  -0.5279
H6 2.327 0.095 0.859  0.0765
H7 -2.264 0.634 0.224  0.0610
S1 0.006 -2.027 -2.151  0.7140
N1 0.306 0.802 0.810  -0.0893
C4 -0.152 -0.391 1.492  -0.0724
H8 -1.005 -0.376 2.080  0.0834
S2 -1.659 1.346 -1.924  0.6929
C5 1.729 1.023 0.767  -0.0940
H9 -2.330 -0.838 -0.757  0.0933

Output
- structure (SMILES) = CN1C[C@@]1(C=S)CS
- HOMO energy (eV) = -8.700
- calculated total energy (eV) = -28489.3300
- LUMO (eV) = -0.3
- ΔE to the lowest compared entry with this formula, charge and spin (kcal per mole) = 53.2
- total charge = 0
- Kohn-Sham gap (eV) = 8.41

=====

# 4
Computed, not measured: a gas-phase ion, C2H6N3S2 (charge +1) at a distorted geometry, with the ωB97M-V functional and the def2-TZVPD basis.

Each line ends with the Löwdin charge.
Geometry (Å):
H1 0.321 0.692 2.273  0.0751
H2 1.060 1.595 -1.245  0.1256
H3 0.648 -0.177 -1.722  0.1698
S1 -2.124 -1.671 -0.195  0.9440
N1 0.005 -0.453 -1.009  0.0024
H4 0.667 2.363 0.180  0.0990
C1 0.387 0.319 0.090  -0.4400
N2 0.922 1.517 -0.221  0.1286
N3 -1.051 -1.065 -1.232  -0.3316
S2 0.043 -1.465 2.373  0.7677
H5 -2.983 -2.366 -1.092  -0.0217
H6 0.462 -2.384 1.416  -0.0948
C2 0.191 0.022 1.392  -0.4242

Output
- HOMO energy (alpha / beta) (eV) = -12.285 / -12.284
- calculated total energy (eV) = -28301.3526
- LUMO (alpha / beta) (eV) = -5.8 / -5.8
- ΔE to the lowest compared entry with this formula, charge and spin (kcal per mole) = 98.3
- total charge = +1
- Kohn-Sham gap (alpha / beta) (eV) = 6.45 / 6.44

=====

The lowest calculated total energy belongs to which entry?
C14H20AlBFN3O7P

=====

Which formula does entry 1 have?
C14H20AlBFN3O7P

=====

Which value of total charge does entry 3 give?
0